(1)
The following is a DFT calculation (ωB97M-V/def2-TZVPD) of a molecular structure, C26H47BaO2Si2 in a non-equilibrium geometry.

XYZ file:
```
78
Properties=species:S:1:pos:R:3
O -1.795 0.760 -0.920
C -2.891 0.460 -0.011
C -3.937 1.000 -0.942
H -2.780 1.008 0.953
H -2.931 -0.624 0.187
C -2.727 1.426 -1.828
H -4.583 1.792 -0.503
H -4.558 0.189 -1.393
C -2.437 2.915 -1.810
H -2.205 3.234 -0.787
H -3.253 3.545 -2.214
H -1.528 3.098 -2.394
C -2.650 0.839 -3.216
H -2.924 -0.220 -3.229
H -1.623 0.892 -3.592
H -3.282 1.374 -3.944
Ba 0.191 -0.306 0.369
C 1.031 -2.461 -2.176
C 0.813 -2.935 -0.853
C -0.581 -2.890 -0.611
H 1.591 -3.080 -0.113
C -1.212 -2.356 -1.767
C -0.209 -2.103 -2.733
H -0.347 -1.705 -3.724
H 1.983 -2.327 -2.668
H -1.056 -3.014 0.368
H -2.273 -2.167 -1.906
C 2.808 0.541 -1.324
C 2.077 0.730 -2.532
C 1.128 1.741 -2.306
H 2.208 0.156 -3.422
C 1.250 2.190 -0.980
C 2.310 1.485 -0.366
H 2.524 1.453 0.699
H 3.489 -0.257 -1.137
H 0.418 2.114 -3.059
H 0.575 2.894 -0.468
O -6.275 2.687 1.205
C -7.112 3.055 0.069
C -8.447 3.645 0.577
H -7.325 2.134 -0.515
H -6.538 3.732 -0.589
C -8.603 2.951 1.938
H -9.255 3.482 -0.103
H -8.305 4.722 0.747
C -7.132 2.804 2.395
H -9.014 1.945 1.770
H -9.215 3.481 2.635
H -6.954 1.935 3.047
H -6.852 3.715 2.966
C 5.083 -4.217 0.798
Si 4.610 -2.543 0.068
C 6.144 -1.436 -0.106
C 4.265 -3.001 -1.735
C 3.373 -1.692 1.129
Si 3.965 -0.979 2.727
C 4.807 0.692 2.413
C 2.541 -0.722 3.939
C 5.236 -2.124 3.534
H 5.862 -4.644 0.154
H 4.215 -4.885 0.776
H 5.458 -4.158 1.823
H 6.855 -1.978 -0.743
H 5.905 -0.487 -0.598
H 6.630 -1.213 0.849
H 3.422 -3.689 -1.846
H 4.093 -2.144 -2.393
H 5.164 -3.522 -2.101
H 2.606 -1.008 0.667
H 4.105 1.458 2.060
H 5.233 1.031 3.367
H 5.618 0.624 1.680
H 2.054 -1.677 4.166
H 2.946 -0.308 4.875
H 1.781 -0.020 3.561
H 4.779 -3.093 3.761
H 6.119 -2.295 2.911
H 5.549 -1.648 4.472
```

- Net charge: -1
- Molecular weight: 585.160 Da
- HOMO level: -2.646 eV
- LUMO: 1.549 eV
- Energy above the lowest of the compared OMol25 structures with the same formula, charge and spin: 0.266 eV
- 2S+1: 1
- Kohn-Sham gap: 4.195 eV

Charges obtained by Mulliken population analysis, quoted in units of e: O -0.04; C -0.81; C -0.32; H 0.29; H 0.35; C 1.25; H -0.15; H 0.38; C -1.42; H 0.36; H 0.37; H 0.27; C -1.46; H 0.34; H 0.18; H 0.42; Ba 1.30; C 0.41; C -0.59; C -2.16; H 0.79; C 0.25; C -1.19; H 0.41; H 0.34; H 0.58; H 0.47; C 0.29; C -1.33; C 0.20; H 0.51; C -0.46; C -2.19; H 1.00; H 0.24; H 0.51; H 0.29; O -0.36; C -0.40; C -0.61; H 0.27; H 0.30; C -0.53; H 0.35; H 0.28; C -0.48; H 0.26; H 0.35; H 0.28; H 0.25; C -1.09; Si 0.61; C -1.29; C -1.47; C 1.69; Si 0.23; C -1.05; C -0.98; C -1.08; H 0.29; H 0.28; H 0.30; H 0.36; H 0.32; H 0.34; H 0.40; H 0.34; H 0.43; H -1.88; H 0.36; H 0.41; H 0.25; H 0.25; H 0.29; H 0.13; H 0.28; H 0.32; H 0.32


(2)
The following is a DFT calculation (ωB97M-V/def2-TZVPD) of 7 unconnected molecules or ions with the total composition C26H47ClN7O9P in a non-equilibrium geometry.

XYZ file:
```
91
Properties=species:S:1:pos:R:3
O 2.005 -1.947 5.708
C 1.366 -0.981 5.033
C -0.159 -0.901 4.437
C -1.211 -2.044 3.912
C -2.694 -1.490 3.380
C -3.103 0.123 3.419
C -2.000 1.260 3.957
C -0.539 0.694 4.438
C 0.817 1.434 4.986
O 1.035 2.616 5.567
N 1.888 0.418 4.654
P 2.455 0.312 2.967
O 1.637 1.420 1.902
Cl 4.512 0.974 2.928
H -0.884 -3.168 3.897
H -3.463 -2.294 2.972
H -4.178 0.468 3.066
H -2.218 2.409 3.992
H 0.641 1.400 2.010
C -1.869 -1.301 -1.627
C -1.137 -0.574 -0.535
O -1.358 -0.785 0.655
N -0.198 0.349 -0.899
C 0.199 0.732 -2.233
H -2.583 -2.002 -1.187
H -2.421 -0.587 -2.246
H -1.161 -1.867 -2.238
H 0.253 0.798 -0.111
H 1.268 0.534 -2.338
H 0.017 1.804 -2.345
H -0.349 0.188 -3.003
C -1.771 -4.062 0.613
C -3.062 -4.802 0.821
O -4.099 -4.231 1.152
N -3.061 -6.155 0.632
C -1.953 -6.996 0.247
H -1.925 -2.996 0.799
H -1.014 -4.429 1.310
H -1.432 -4.188 -0.419
H -3.964 -6.585 0.790
H -2.220 -7.501 -0.684
H -1.805 -7.741 1.033
H -1.032 -6.431 0.103
C -4.598 4.585 3.557
C -5.453 3.504 4.154
O -5.794 2.510 3.517
N -5.856 3.652 5.451
C -5.561 4.739 6.353
H -4.356 4.330 2.521
H -5.138 5.535 3.563
H -3.664 4.674 4.118
H -6.428 2.886 5.786
H -5.044 4.326 7.223
H -6.508 5.180 6.672
H -4.939 5.506 5.892
C 4.173 4.780 -1.571
C 3.317 3.700 -0.974
O 2.976 2.705 -1.611
N 2.915 3.847 0.323
C 3.209 4.934 1.225
H 4.414 4.526 -2.607
H 3.632 5.730 -1.565
H 5.107 4.870 -1.010
H 2.342 3.082 0.658
H 3.726 4.521 2.095
H 2.262 5.376 1.544
H 3.831 5.702 0.764
C 3.314 5.956 -5.944
C 4.600 5.376 -5.428
O 5.057 5.671 -4.326
N 5.269 4.494 -6.228
C 4.896 4.028 -7.542
H 2.896 6.641 -5.201
H 3.500 6.517 -6.864
H 2.590 5.157 -6.124
H 6.126 4.145 -5.815
H 4.796 2.941 -7.500
H 5.699 4.291 -8.234
H 3.960 4.466 -7.889
C 0.305 -7.112 -4.478
C 0.287 -7.177 -2.977
O -0.225 -6.297 -2.289
N 0.865 -8.259 -2.378
C 1.510 -9.385 -3.010
H -0.190 -6.196 -4.812
H 1.337 -7.098 -4.839
H -0.233 -7.967 -4.896
H 0.815 -8.235 -1.366
H 0.982 -10.292 -2.707
H 2.541 -9.429 -2.650
H 1.508 -9.309 -4.098
```

- Molecular weight: 668.129 Da
- HOMO level: -8.838 eV
- LUMO: -1.126 eV
- Structure (SMILES): O=C1c2ccccc2C(=O)N1P(O)Cl.CNC(C)=O.CNC(C)=O.CNC(C)=O.CNC(C)=O.CNC(C)=O.CNC(C)=O
- 2S+1: 1
- Kohn-Sham gap: 7.712 eV

Charges obtained by Mulliken population analysis, quoted in units of e: O -0.54; C 0.30; C 0.33; C -0.36; C -0.38; C -0.25; C -0.40; C 0.08; C 0.37; O -0.56; N -0.08; P 0.37; O -0.50; Cl -0.28; H 0.38; H 0.33; H 0.36; H 0.30; H 0.32; C -1.59; C 0.99; O -0.42; N 0.05; C -0.94; H 0.26; H 0.44; H 0.40; H -0.12; H 0.28; H 0.25; H 0.43; C -0.35; C 0.58; O -0.69; N -0.11; C -0.77; H -0.53; H 0.43; H 0.39; H 0.25; H 0.28; H 0.29; H 0.26; C -1.39; C 0.84; O -0.65; N -0.17; C -0.82; H 0.27; H 0.45; H 0.39; H 0.24; H 0.28; H 0.28; H 0.32; C -1.22; C 0.95; O -0.65; N 0.10; C -0.95; H 0.14; H 0.39; H 0.35; H 0.05; H 0.27; H 0.28; H 0.39; C -1.29; C 0.82; O -0.68; N -0.16; C -0.84; H 0.28; H 0.38; H 0.35; H 0.24; H 0.28; H 0.29; H 0.32; C -1.35; C 0.78; O -0.58; N -0.13; C -0.88; H 0.27; H 0.38; H 0.36; H 0.22; H 0.29; H 0.29; H 0.34


(3)
The following is a DFT calculation (ωB97M-V/def2-TZVPD) of 4 unconnected molecules or ions with the total composition C26H47FNO4 in a non-equilibrium geometry.

XYZ file:
```
79
Properties=species:S:1:pos:R:3
C 8.657 -0.596 -0.858
C 7.730 -1.181 -1.324
C 6.662 -1.965 -1.947
C 5.353 -1.170 -2.221
C 4.497 -2.036 -3.178
C 3.763 -3.217 -2.574
F 4.591 -4.008 -1.772
C 5.650 0.178 -2.929
C 5.190 1.462 -2.219
C 6.196 1.975 -1.158
C 5.133 2.539 -3.319
N 3.809 1.359 -1.662
O 3.511 2.444 -1.031
C 3.522 0.116 -0.845
C 2.190 -0.447 -1.362
C 3.263 0.462 0.626
C 4.679 -0.900 -0.869
H 9.441 -0.080 -0.350
H 7.051 -2.326 -2.902
H 6.469 -2.802 -1.280
H 5.150 -2.406 -3.971
H 3.742 -1.405 -3.650
H 3.406 -3.856 -3.387
H 2.893 -2.938 -1.986
H 6.703 0.317 -3.166
H 5.125 0.158 -3.887
H 7.169 1.545 -1.380
H 5.900 1.722 -0.144
H 6.301 3.052 -1.252
H 4.871 3.505 -2.901
H 4.350 2.266 -4.032
H 6.070 2.569 -3.873
H 1.838 -1.251 -0.715
H 2.281 -0.864 -2.362
H 1.459 0.353 -1.357
H 4.102 0.977 1.089
H 3.161 -0.497 1.141
H 2.325 0.990 0.763
H 5.436 -0.540 -0.168
H 4.315 -1.834 -0.440
C -2.854 -1.220 -1.822
C -2.914 -1.348 -0.302
C -1.443 -1.235 0.073
O -0.838 -0.387 -0.908
C -1.740 -0.198 -2.001
H -3.793 -0.903 -2.274
H -2.565 -2.175 -2.269
H -3.477 -0.518 0.123
H -3.368 -2.275 0.044
H -0.946 -2.212 0.039
H -1.289 -0.804 1.063
H -2.129 0.825 -1.957
H -1.196 -0.321 -2.939
C -7.704 -1.243 0.327
C -7.773 -1.359 1.847
C -6.305 -1.241 2.231
O -5.695 -0.399 1.248
C -6.591 -0.221 0.147
H -8.640 -0.931 -0.133
H -7.412 -2.201 -0.109
H -8.340 -0.523 2.262
H -8.227 -2.284 2.198
H -5.808 -2.217 2.208
H -6.161 -0.802 3.219
H -6.982 0.802 0.180
H -6.041 -0.350 -0.787
C -4.625 2.434 5.512
C -5.266 3.330 4.456
C -6.642 2.695 4.311
O -6.969 2.139 5.586
C -5.809 2.132 6.420
H -3.795 2.902 6.040
H -4.259 1.514 5.049
H -5.359 4.350 4.836
H -4.717 3.366 3.516
H -6.627 1.886 3.572
H -7.411 3.413 4.022
H -5.927 2.905 7.187
H -5.729 1.164 6.916
```

- ⟨S²⟩: 0.75
- Molecular weight: 456.663 Da
- HOMO level (alpha / beta): -8.313 / -9.176 eV
- LUMO (alpha / beta): 0.677 / 0.470 eV
- Energy above the lowest of the compared OMol25 structures with the same formula, charge and spin: 0.270 eV
- 2S+1: 2
- Kohn-Sham gap (alpha / beta): 8.990 / 9.646 eV

Charges obtained by Mulliken population analysis, quoted in units of e: C 0.00; C -0.60; C -0.97; C 3.10; C -1.48; C -0.60; F -0.33; C -2.81; C 1.84; C -1.49; C -1.93; N 0.64; O -0.68; C 2.19; C -2.12; C -1.84; C -2.77; H 0.45; H 0.48; H 0.41; H 0.60; H 0.56; H 0.42; H 0.19; H 0.57; H 0.39; H 0.28; H 0.21; H 0.45; H 0.49; H 0.47; H 0.35; H 0.22; H 0.27; H 0.64; H 0.40; H 0.42; H 0.31; H 0.37; H 0.92; C -0.60; C -0.09; C -0.63; O -0.27; C -0.47; H 0.30; H 0.29; H -0.02; H 0.34; H 0.27; H 0.32; H 0.30; H 0.29; C -0.63; C -0.54; C -0.40; O -0.35; C -0.19; H 0.36; H 0.29; H 0.21; H 0.36; H 0.29; H 0.22; H 0.28; H 0.09; C -0.49; C -0.53; C 0.07; O -0.42; C -0.44; H 0.33; H 0.22; H 0.27; H 0.34; H -0.20; H 0.28; H 0.29; H 0.27


| no. | total energy (eV) |
| --- | --- |
| 1 | -48267.813 |
| 2 | -78386.586 |
| 3 | -40116.846 |